Record 1
A structure of composition C48H52BBiBrCl2F3GeN7OS2, computed with ωB97M-V/def2-TZVPD.

Each line ends with the Mulliken charge.
Positions of all 119 atoms, in Å:
Bi1 -0.23227 1.23376 -0.17386  2.78
C1 2.62845 3.84991 2.12735  -1.29
C2 2.19792 2.65507 1.57477  -0.59
N1 0.97136 2.79907 1.07274  0.94
N2 0.59142 4.08086 1.28033  -0.23
C3 1.57873 4.72202 1.91149  -0.21
B1 -0.74482 4.68830 0.74807  -0.46
N3 -0.73148 4.51950 -0.79884  0.15
C4 -0.64563 5.52387 -1.68224  -0.29
C5 -0.34631 5.00782 -2.92741  -1.32
C6 -0.24476 3.63743 -2.70966  -0.82
N4 -0.48952 3.35155 -1.43313  0.35
N5 -1.91074 4.04755 1.51227  0.43
C7 -2.66635 4.65899 2.43956  -0.55
C8 -3.31677 3.69781 3.18503  -1.60
C9 -2.87057 2.49387 2.63891  -0.91
N6 -2.03814 2.70938 1.62516  0.76
H1 3.56477 4.05116 2.61047  0.47
H2 2.70438 1.70884 1.50206  0.45
H3 1.46439 5.76153 2.15970  0.50
H4 -0.75776 5.86316 0.96772  -0.20
H5 -0.78921 6.53857 -1.35919  0.50
H6 -0.20923 5.54472 -3.84637  0.48
H7 -0.01268 2.84587 -3.40246  0.57
H8 -2.67200 5.73052 2.51411  0.54
H9 -3.98374 3.84583 4.01234  0.55
H10 -3.07665 1.48713 2.95945  0.87
C10 2.53542 -6.35797 0.06335  -1.69
C11 3.28905 -5.02183 0.07386  2.02
C12 4.03335 -4.89511 1.40241  -2.19
C13 4.32056 -5.01383 -1.06099  -1.67
C14 2.29448 -3.88575 -0.13445  -0.40
C15 2.07322 -2.89540 0.80465  -0.37
C16 1.13498 -1.91413 0.52598  1.70
Br1 0.88778 -0.54285 1.83107  -0.36
C17 0.36943 -1.84631 -0.63492  -0.54
O1 -0.52029 -0.87816 -0.80653  -0.83
C18 0.61889 -2.84817 -1.60921  -0.73
C19 1.55522 -3.82320 -1.31829  -0.42
C20 -0.13560 -2.84065 -2.93622  2.26
C21 -1.63329 -3.00417 -2.65837  -1.50
C22 0.29923 -3.98686 -3.85257  -2.45
C23 0.12861 -1.53224 -3.69304  -1.29
H11 3.22825 -7.18230 0.23536  0.47
H12 2.04216 -6.52974 -0.89326  0.29
H13 1.77273 -6.38265 0.84272  0.37
H14 4.73384 -5.72373 1.50666  0.46
H15 3.35287 -4.93228 2.25386  0.39
H16 4.60690 -3.96870 1.45963  0.37
H17 5.04717 -5.81331 -0.91179  0.52
H18 4.86137 -4.06590 -1.09340  0.26
H19 3.85493 -5.16734 -2.03416  0.32
H20 2.61343 -2.86576 1.73702  0.56
H21 1.73283 -4.58837 -2.05766  0.46
H22 -1.83735 -3.98609 -2.22961  0.35
H23 -2.19693 -2.91866 -3.59001  0.54
H24 -1.98535 -2.25050 -1.95965  -0.12
H25 0.09853 -4.96435 -3.41346  0.43
H26 1.35903 -3.93013 -4.10273  0.45
H27 -0.26259 -3.92553 -4.78475  0.47
H28 -0.15084 -0.66025 -3.10778  -0.13
H29 -0.44283 -1.52917 -4.62294  0.53
H30 1.18581 -1.44299 -3.94688  0.30
Ge1 -2.99199 1.31301 -1.08051  -0.91
C24 -3.71156 3.06548 -1.19617  0.86
C25 -3.51705 3.77545 -2.38016  -0.02
C26 -4.14841 4.99502 -2.56770  -0.66
C27 -4.95727 5.51341 -1.56829  -0.65
C28 -5.14704 4.81351 -0.38283  -0.71
C29 -4.52602 3.59299 -0.19253  -0.18
C30 -4.10060 -0.05052 -0.34289  1.15
C31 -4.37646 -1.08436 -1.23982  -0.54
C32 -5.31975 -2.05056 -0.91862  -0.70
C33 -5.97287 -1.99583 0.29985  -0.58
C34 -5.69897 -0.97107 1.19639  -0.94
C35 -4.76671 -0.00051 0.87991  0.15
H31 -2.31508 0.88104 -2.38703  -0.03
H32 -2.88275 3.38001 -3.16624  0.48
H33 -4.00505 5.53883 -3.49071  0.46
H34 -5.44283 6.46864 -1.71133  0.42
H35 -5.78224 5.21969 0.39225  0.48
H36 -4.67653 3.05905 0.73608  0.31
H37 -3.86145 -1.14849 -2.18873  0.40
H38 -5.53164 -2.84685 -1.61753  0.45
H39 -6.70020 -2.75405 0.55403  0.41
H40 -6.21934 -0.92797 2.14268  0.48
H41 -4.57496 0.79607 1.57972  0.30
F1 7.88443 -0.24050 -5.28552  -0.28
C36 7.43615 -1.07757 -4.33919  0.87
F2 8.43247 -1.24464 -3.44985  -0.26
F3 7.23912 -2.27345 -4.92600  -0.25
C37 6.17979 -0.57904 -3.67253  0.21
C38 5.59620 -1.36821 -2.68765  -0.90
C39 4.44290 -0.94406 -2.06133  0.11
C40 3.86863 0.27869 -2.41553  -0.03
C41 4.45682 1.06468 -3.40142  -0.77
C42 5.61310 0.63421 -4.03089  -0.74
C43 2.65779 0.69335 -1.77633  0.73
C44 1.58987 1.00035 -1.30484  -0.47
H42 6.04280 -2.31606 -2.41925  0.35
H43 3.96769 -1.55537 -1.30603  0.37
H44 4.00660 2.00831 -3.67258  0.52
H45 6.07150 1.24035 -4.79865  0.48
S1 0.19282 1.71396 4.34939  -0.21
C45 -0.31257 1.07712 5.78517  0.05
N7 0.38954 0.98947 6.91486  -0.17
C46 -0.29551 0.56396 8.12338  -0.61
C47 -1.51733 -0.23259 7.65768  -0.52
S2 -1.92446 0.43470 6.01934  -0.06
H46 1.30925 1.40269 6.93477  0.22
H47 -0.59361 1.43373 8.71796  0.27
H48 0.36930 -0.05736 8.72321  0.33
H49 -2.36171 -0.08934 8.32743  0.38
H50 -1.29957 -1.29693 7.57401  0.28
Cl1 -2.18987 -2.35766 1.77737  0.00
C48 -2.33381 -2.51912 3.53112  -0.13
Cl2 -0.87192 -3.19486 4.26522  -0.16
H51 -3.16656 -3.18049 3.75011  0.42
H52 -2.48090 -1.53000 3.95448  -0.16

Force components x, y, z for each atom (eV/Å):
0.35 -0.06 -0.07
-0.04 0.05 -0.03
0.04 -0.13 -0.05
-0.04 0.00 0.04
-0.13 -0.07 -0.11
-0.03 0.08 0.04
0.13 0.03 0.00
-0.10 -0.05 0.07
-0.05 0.02 0.00
0.01 -0.02 0.05
-0.06 -0.06 0.00
0.19 0.07 0.05
-0.01 -0.13 -0.06
-0.09 0.06 0.09
0.05 0.11 -0.04
0.08 0.02 -0.12
0.13 -0.27 -0.10
0.07 0.02 0.04
0.04 -0.05 0.01
0.01 0.08 0.03
0.06 0.04 0.05
-0.02 0.09 0.02
0.02 0.05 -0.07
0.04 -0.06 -0.06
-0.01 0.12 0.03
-0.06 0.03 0.08
-0.03 -0.09 0.00
-0.01 -0.01 -0.01
0.03 0.00 0.04
0.00 -0.01 -0.01
0.02 -0.02 -0.01
0.00 0.02 0.08
-0.01 0.04 -0.13
0.09 -0.10 0.04
-0.07 0.00 0.21
0.05 0.03 -0.13
-0.19 -0.10 0.12
0.01 0.10 0.06
0.01 0.00 -0.02
0.02 -0.05 -0.02
-0.05 0.00 -0.01
-0.04 0.02 -0.01
0.00 0.02 -0.01
0.03 -0.04 0.00
-0.02 -0.01 -0.03
0.00 0.01 0.03
0.02 -0.02 0.00
-0.04 0.00 0.02
0.02 0.04 -0.01
0.03 -0.03 0.00
0.01 0.02 0.04
-0.02 0.00 -0.03
0.04 0.00 0.08
0.02 -0.04 -0.03
0.00 -0.05 0.03
-0.04 0.00 -0.04
0.02 0.03 0.02
-0.02 -0.03 0.03
0.04 0.02 -0.01
-0.02 0.00 -0.04
-0.03 0.02 0.03
-0.01 0.01 -0.05
0.06 0.00 0.00
-0.79 0.05 -0.26
0.15 0.18 0.14
-0.04 -0.05 -0.12
0.01 -0.01 0.00
0.01 0.00 0.01
-0.01 0.00 0.01
-0.07 -0.01 -0.04
0.20 -0.16 0.02
0.00 -0.09 0.08
0.07 0.02 -0.03
-0.03 -0.02 0.02
0.01 0.01 0.02
-0.08 0.06 -0.05
0.11 -0.03 0.04
-0.04 0.01 0.07
0.01 0.02 -0.03
-0.03 0.03 -0.01
0.00 0.01 0.02
0.02 -0.01 0.01
0.03 0.02 -0.05
-0.01 -0.03 -0.03
-0.03 -0.02 0.01
-0.02 0.00 0.05
0.04 0.10 0.06
-0.05 0.02 0.04
0.04 -0.03 -0.03
-0.05 0.01 0.02
-0.04 0.03 0.04
0.03 0.01 -0.03
0.06 -0.01 -0.05
-0.04 -0.03 0.00
0.02 -0.06 0.04
0.06 0.01 0.01
0.06 -0.04 -0.02
-0.07 -0.04 -0.22
-0.04 0.27 0.28
0.02 -0.02 -0.01
-0.04 -0.05 0.05
-0.02 0.04 -0.01
0.01 0.00 -0.01
0.08 0.06 0.06
-0.05 0.02 -0.24
0.07 -0.04 -0.04
-0.01 -0.01 0.10
0.02 -0.01 0.11
-0.05 0.01 0.03
-0.01 -0.02 0.01
0.00 -0.05 -0.06
-0.05 0.03 0.03
0.02 -0.04 0.00
0.01 0.05 -0.04
-0.06 -0.03 -0.08
-0.04 0.08 0.05
0.01 0.00 0.01
0.08 0.03 -0.02
-0.01 -0.07 -0.03

Summary:
net charge	+1
HOMO level	-9.866	eV
orbital gap	5.389	eV
lowest unoccupied orbital energy	-0.1645	Ha


Record 2
A structure of composition C48H52BrIrN5P2Te, computed with ωB97M-V/def2-TZVPD.

Each line ends with the Mulliken charge.
Positions of all 110 atoms, in Å:
Ir1 0.47617 -0.56058 0.40490  2.48
N1 3.01916 -0.80715 3.38640  0.60
C1 4.14287 -0.60363 2.40494  0.44
C2 4.03910 0.71596 1.62706  -1.66
C3 3.49988 0.71390 0.18586  0.33
N2 2.02429 0.90019 -0.01814  -1.14
C4 4.01811 -0.49726 -0.57606  -1.15
C5 3.70440 -1.81015 0.12941  0.60
N3 2.23812 -2.04201 0.07063  -1.18
C6 4.34324 -1.83339 1.51768  -1.87
H1 2.97171 -0.04563 4.06952  0.61
H2 3.13603 -1.68470 3.89371  0.55
H3 2.08259 -0.79809 2.93412  -2.04
H4 5.01470 -0.51957 3.05359  0.50
H5 5.07954 1.02653 1.49929  0.70
H6 3.58839 1.49936 2.23739  0.38
H7 3.94492 1.60157 -0.27146  0.86
H8 1.93890 1.09852 -1.01606  0.01
H9 1.75912 1.78039 0.41995  -0.20
H10 5.10220 -0.40083 -0.66860  0.81
H11 3.62242 -0.50327 -1.59431  -0.48
H12 4.17835 -2.62406 -0.42622  0.82
H13 1.99577 -2.96876 0.41433  0.45
H14 2.05447 -2.09559 -0.92922  -0.25
H15 5.41732 -1.89540 1.32887  0.63
H16 4.09687 -2.75149 2.05775  0.39
Te1 -2.68188 0.68745 -3.25809  0.39
C7 -3.71509 2.37557 -2.54761  0.45
C8 -3.22799 3.66149 -2.73267  -0.21
C9 -3.97119 4.71645 -2.21955  -0.66
N4 -5.12605 4.55671 -1.57858  -0.53
C10 -5.59813 3.32210 -1.44788  -0.52
C11 -4.93147 2.19302 -1.91027  -0.21
C12 -1.23554 0.49299 -1.85594  -0.69
P1 -1.06574 1.02578 -0.12413  1.15
C13 -0.38287 2.71951 -0.18274  0.83
C14 -0.29403 3.46009 1.00070  -0.44
C15 0.24247 4.73780 0.98954  -1.05
C16 0.68084 5.30264 -0.20317  -0.86
C17 0.56077 4.59241 -1.38742  -1.29
C18 0.02803 3.30927 -1.37446  -0.17
C19 -2.56437 1.30457 0.85173  1.91
C20 -2.90783 0.40536 1.86091  -0.47
C21 -3.99163 0.66357 2.68401  -1.18
C22 -4.73805 1.81970 2.50533  -1.10
C23 -4.39687 2.72460 1.50837  -1.00
C24 -3.30868 2.47580 0.68919  -0.95
P2 -0.06443 -0.89227 -1.88287  0.61
C25 1.29450 -0.54929 -3.05902  1.43
C26 1.69685 0.74294 -3.39043  -0.69
C27 2.84963 0.95931 -4.13605  -0.85
C28 3.61740 -0.11562 -4.55884  -0.87
C29 3.21740 -1.41011 -4.25126  -0.76
C30 2.06490 -1.62769 -3.51006  -1.07
C31 -0.70277 -2.43178 -2.58832  0.73
C32 -1.16872 -2.41648 -3.90780  -0.89
C33 -1.62906 -3.57885 -4.49889  -0.95
C34 -1.59552 -4.77463 -3.78912  -0.71
C35 -1.08519 -4.80565 -2.50179  -0.77
C36 -0.63697 -3.63822 -1.89558  0.65
H17 -2.30492 3.85667 -3.26035  0.51
H18 -3.61929 5.73608 -2.32994  0.42
H19 -6.55064 3.22134 -0.94043  0.44
H20 -5.35329 1.20983 -1.74766  0.38
H21 -0.67856 3.04973 1.92500  0.94
H22 0.29565 5.30559 1.90931  0.53
H23 1.08874 6.30466 -0.21011  0.47
H24 0.86342 5.04222 -2.32415  0.57
H25 -0.10999 2.77628 -2.30506  0.26
H26 -2.32546 -0.49334 2.00433  0.51
H27 -4.24953 -0.03609 3.46802  0.54
H28 -5.58346 2.02204 3.14982  0.45
H29 -4.97293 3.63051 1.37180  0.63
H30 -3.03705 3.20125 -0.06591  0.83
H31 1.08895 1.58614 -3.09373  0.37
H32 3.13676 1.96830 -4.40246  0.50
H33 4.50977 0.05205 -5.14675  0.43
H34 3.79447 -2.25427 -4.60543  0.48
H35 1.74625 -2.64516 -3.31170  0.42
H36 -1.13445 -1.50352 -4.49339  0.59
H37 -1.99702 -3.55870 -5.51594  0.46
H38 -1.95466 -5.68477 -4.25069  0.43
H39 -1.04345 -5.73747 -1.95386  0.52
H40 -0.25643 -3.67767 -0.88298  0.18
Br1 0.30815 1.37967 6.99982  -0.11
C37 0.32377 0.85555 5.19121  -0.56
C38 -0.28838 -0.32259 4.79413  -1.15
C39 -0.25672 -0.71191 3.45935  1.35
C40 0.40596 0.02127 2.46001  -1.00
C41 0.95663 1.23393 2.91314  0.42
C42 0.93085 1.65793 4.23741  -1.07
H41 -0.80237 -0.93581 5.52311  0.56
H42 -0.77442 -1.62668 3.20691  0.49
H43 1.44800 1.90974 2.22571  0.79
H44 1.36865 2.60669 4.52309  0.57
C43 -2.96274 -1.90682 -0.30318  -0.61
C44 -1.99670 -2.60275 0.60342  0.14
C45 -2.25615 -3.85799 1.10554  -1.52
C46 -1.09745 -4.29595 1.75675  -1.63
C47 -0.16607 -3.28659 1.65948  0.73
C48 1.08966 -3.31976 2.48961  -0.66
N5 -0.70511 -2.22039 0.93209  1.05
H45 -3.96607 -1.96771 0.12160  0.50
H46 -2.99361 -2.37773 -1.28836  0.14
H47 -2.75493 -0.85661 -0.45413  -0.29
H48 -3.18393 -4.39345 0.97832  0.62
H49 -0.95434 -5.22081 2.29466  0.64
H50 1.62007 -4.26270 2.33155  0.48
H51 0.85888 -3.26145 3.55686  0.41
H52 1.77415 -2.51216 2.26158  -0.64

Force components x, y, z for each atom (eV/Å):
0.22 -0.54 0.15
0.09 0.02 -0.01
0.04 0.00 0.08
0.08 0.03 -0.04
0.02 -0.01 -0.01
-0.08 0.07 0.07
-0.04 -0.02 0.03
0.01 0.05 0.01
-0.18 -0.03 -0.19
-0.02 -0.03 -0.03
0.01 0.01 -0.01
-0.02 0.00 0.00
0.01 0.01 0.04
0.01 -0.01 -0.02
-0.02 0.04 0.03
-0.05 -0.04 0.00
0.01 -0.02 -0.02
0.02 0.01 -0.01
0.00 0.00 -0.02
0.01 -0.01 0.00
-0.01 0.00 0.00
0.02 0.04 -0.04
0.02 0.03 0.08
0.00 -0.13 0.03
0.00 -0.02 0.02
-0.04 0.02 0.00
0.06 0.11 -0.08
-0.06 -0.05 0.03
0.02 -0.02 0.00
0.03 0.03 0.02
-0.03 -0.04 0.00
-0.04 0.02 -0.10
-0.03 0.03 -0.07
-0.07 -0.30 0.17
-0.14 0.16 -0.14
-0.09 0.02 0.00
-0.02 0.00 -0.02
0.01 0.01 -0.01
0.00 0.00 0.02
0.00 -0.02 0.00
0.00 -0.01 -0.02
0.02 -0.03 0.04
0.01 -0.01 -0.03
0.00 0.00 0.00
-0.01 0.02 0.00
0.02 -0.02 0.07
0.06 -0.04 0.07
0.16 0.28 -0.10
0.02 -0.02 0.02
-0.02 0.00 0.01
0.00 0.02 0.01
0.01 -0.02 -0.01
0.00 0.02 0.00
-0.02 0.00 0.01
-0.04 0.04 -0.08
0.01 -0.01 0.04
0.00 0.01 -0.02
0.00 -0.01 0.00
0.01 -0.01 0.02
0.02 0.05 0.01
0.03 0.00 0.00
0.00 -0.01 0.00
0.00 -0.01 0.01
-0.01 0.00 -0.01
0.01 -0.01 0.02
0.00 0.00 0.00
0.00 0.00 0.00
0.00 0.00 0.00
-0.03 0.04 0.01
-0.04 -0.01 -0.04
0.00 -0.01 -0.01
0.00 0.00 0.00
0.02 0.00 0.01
0.03 0.03 0.02
0.04 -0.02 -0.02
0.00 0.00 0.00
0.00 0.00 0.00
0.00 0.00 0.00
0.01 0.00 0.00
-0.01 -0.01 0.00
0.00 0.00 0.00
0.00 0.00 0.00
0.00 0.00 0.00
-0.03 -0.01 0.04
0.00 0.00 0.00
0.01 0.02 -0.01
-0.01 -0.03 -0.01
0.03 -0.02 0.03
0.11 0.32 -0.04
-0.04 0.00 -0.04
-0.01 0.00 0.01
0.00 0.00 0.00
0.01 -0.01 -0.02
-0.02 0.01 0.02
0.00 0.00 0.00
0.02 0.06 0.06
0.08 -0.03 -0.17
-0.02 0.01 -0.01
0.03 -0.02 0.01
-0.02 -0.05 0.00
-0.01 0.04 -0.01
-0.09 0.07 0.13
0.01 -0.01 0.01
-0.01 0.00 -0.01
-0.01 0.03 0.03
0.00 0.00 0.01
0.00 0.00 0.00
0.01 -0.01 0.01
0.01 0.00 0.01
-0.08 -0.07 -0.01

Summary:
net charge	+2
energy relative to the best compared isomer or geometry (same formula, charge and spin)	0.0	kcal/mol
HOMO level (spin up / spin down)	-11.737 / -11.737	eV
orbital gap (spin up / spin down)	7.205 / 5.097	eV
2S+1	2
⟨S²⟩	0.756
lowest unoccupied orbital energy (spin up / spin down)	-0.1666 / -0.2440	Ha


| no. | largest force on an atom (eV/A) | energy (eV) | M (u) |
| --- | --- | --- | --- |
| 1 | 0.84 | -251035.4662 | 1307.33 |
| 2 | 0.60 | -156810.3770 | 1160.65 |